Entry from the OMol25 dataset: a structure of composition C72H166O45S3 at a distorted geometry (wB97M-V/def2-TZVPD).

Structure (ORCA input):
```
! wB97M-V def2-TZVPD RIJCOSX def2/J DEFGRID3
* xyz 0 1
C 6.04 2.04 6.86
O 4.82 2.14 6.12
C 3.83 2.85 6.88
C 2.55 2.93 6.10
O 1.88 4.09 6.52
C 0.89 4.54 5.67
C -0.46 4.13 6.23
O -0.60 2.68 6.13
C -1.02 2.25 4.87
H 5.91 1.51 7.79
H 6.61 2.95 6.96
H 6.71 1.45 6.23
H 4.16 3.85 7.14
H 3.72 2.36 7.85
H 1.99 2.00 6.20
H 2.78 3.02 5.04
H 1.03 4.26 4.62
H 0.97 5.63 5.67
H -1.30 4.68 5.74
H -0.46 4.35 7.30
H -1.82 2.85 4.44
H -1.30 1.22 5.01
H -0.24 2.06 4.11
C -4.44 1.18 -8.21
O -4.13 1.34 -6.87
C -3.48 0.21 -6.35
C -3.35 0.38 -4.87
O -4.60 0.25 -4.30
C -4.49 0.31 -2.90
C -5.71 -0.19 -2.22
O -5.82 -1.56 -2.38
C -6.86 -2.11 -1.65
H -4.90 2.05 -8.64
H -5.05 0.30 -8.41
H -3.51 1.04 -8.82
H -2.52 0.11 -6.86
H -3.97 -0.75 -6.52
H -3.05 1.40 -4.62
H -2.63 -0.39 -4.54
H -4.22 1.33 -2.55
H -3.71 -0.35 -2.53
H -6.60 0.31 -2.63
H -5.65 0.07 -1.16
H -7.80 -1.64 -1.93
H -6.71 -1.96 -0.57
H -7.02 -3.18 -1.76
C 2.85 -3.51 -2.35
O 3.20 -3.41 -1.03
C 3.52 -2.07 -0.68
C 3.74 -2.13 0.77
O 3.90 -0.79 1.16
C 3.97 -0.67 2.57
C 3.88 0.79 2.94
O 2.55 1.28 3.14
C 1.88 1.34 1.92
H 2.68 -4.55 -2.58
H 3.63 -3.15 -3.02
H 1.93 -2.95 -2.58
H 2.65 -1.40 -0.83
H 4.37 -1.75 -1.27
H 4.68 -2.61 1.01
H 2.87 -2.56 1.28
H 4.89 -1.19 2.91
H 3.13 -1.16 3.08
H 4.31 1.49 2.22
H 4.39 0.93 3.89
H 1.52 0.35 1.58
H 2.48 1.76 1.10
H 1.03 1.99 2.11
C 1.03 5.07 -0.02
O 1.80 5.55 -1.08
C 3.13 5.16 -1.11
C 3.64 5.49 -2.52
O 3.00 4.68 -3.47
C 1.91 5.25 -4.12
C 1.49 4.29 -5.18
O 0.59 4.89 -6.05
C 0.28 4.08 -7.15
H -0.05 5.17 -0.15
H 1.29 5.54 0.93
H 1.24 4.01 0.14
H 3.15 4.06 -1.07
H 3.78 5.58 -0.32
H 4.70 5.28 -2.57
H 3.56 6.55 -2.75
H 2.17 6.18 -4.63
H 1.07 5.39 -3.44
H 1.07 3.39 -4.71
H 2.39 3.94 -5.70
H -0.06 3.10 -6.78
H 1.16 3.95 -7.80
H -0.46 4.48 -7.84
C 6.22 -2.03 -5.41
O 6.31 -1.48 -4.10
C 7.38 -0.58 -3.97
C 7.34 -0.03 -2.56
O 6.25 0.86 -2.50
C 6.48 1.94 -1.65
C 6.40 1.52 -0.20
O 7.65 1.00 0.22
C 7.62 0.50 1.54
H 6.88 -2.89 -5.57
H 6.37 -1.29 -6.20
H 5.24 -2.45 -5.63
H 7.26 0.19 -4.75
H 8.33 -1.10 -4.11
H 8.26 0.47 -2.30
H 7.22 -0.80 -1.81
H 5.66 2.63 -1.89
H 7.40 2.48 -1.93
H 5.63 0.76 -0.06
H 6.08 2.35 0.44
H 7.17 1.13 2.29
H 8.66 0.43 1.86
H 7.14 -0.49 1.60
C -2.57 3.89 0.44
O -2.30 5.33 0.51
C -2.60 5.90 1.76
C -1.41 5.81 2.70
O -1.65 6.59 3.87
C -1.21 7.95 3.74
C -1.33 8.65 5.04
O -0.33 8.22 5.96
C -0.20 9.05 7.11
H -3.63 3.71 0.66
H -1.93 3.36 1.14
H -2.40 3.56 -0.58
H -3.49 5.50 2.25
H -2.82 6.95 1.59
H -0.61 6.27 2.09
H -1.16 4.77 2.88
H -1.77 8.48 2.95
H -0.18 8.06 3.42
H -2.28 8.55 5.59
H -1.23 9.76 4.82
H 0.71 8.67 7.58
H -1.08 8.97 7.75
H -0.10 10.09 6.81
C 4.04 -1.05 6.29
O 3.85 -2.29 5.71
C 2.81 -3.04 6.28
C 2.55 -4.25 5.43
O 3.35 -5.39 5.68
C 4.73 -5.24 5.39
C 5.03 -5.12 3.94
O 4.67 -6.33 3.27
C 5.09 -6.29 1.92
H 4.48 -1.08 7.30
H 3.11 -0.51 6.45
H 4.75 -0.49 5.70
H 1.91 -2.42 6.27
H 3.12 -3.39 7.27
H 2.57 -3.94 4.38
H 1.50 -4.53 5.48
H 5.22 -6.12 5.81
H 5.18 -4.40 5.89
H 6.10 -4.91 3.88
H 4.57 -4.26 3.47
H 6.18 -6.39 1.86
H 4.71 -5.46 1.32
H 4.72 -7.16 1.36
C -2.86 4.33 -3.31
O -3.16 5.09 -4.43
C -3.10 4.25 -5.61
C -3.24 5.24 -6.74
O -4.60 5.59 -6.97
C -4.62 6.59 -7.98
C -6.07 6.82 -8.25
O -6.60 7.62 -7.14
C -7.97 7.76 -7.19
H -1.92 3.76 -3.36
H -3.62 3.55 -3.10
H -2.85 5.03 -2.48
H -3.83 3.43 -5.71
H -2.12 3.78 -5.65
H -2.81 4.80 -7.63
H -2.72 6.17 -6.56
H -4.08 6.21 -8.83
H -4.17 7.52 -7.64
H -6.56 5.86 -8.39
H -6.29 7.44 -9.12
H -8.53 6.85 -7.18
H -8.33 8.46 -7.97
H -8.27 8.20 -6.23
C -5.73 -3.32 8.56
O -5.01 -4.07 7.60
C -5.55 -4.05 6.32
C -4.52 -4.84 5.48
O -3.39 -4.04 5.12
C -2.56 -3.59 6.16
C -1.25 -3.37 5.50
O -1.43 -2.18 4.72
C -0.23 -1.74 4.13
H -6.78 -3.59 8.68
H -5.62 -2.25 8.34
H -5.40 -3.50 9.58
H -5.52 -3.00 6.00
H -6.58 -4.42 6.17
H -5.01 -5.09 4.55
H -4.20 -5.75 5.99
H -2.51 -4.37 6.93
H -2.86 -2.70 6.68
H -0.97 -4.10 4.76
H -0.45 -3.26 6.23
H 0.05 -2.37 3.28
H 0.60 -1.67 4.86
H -0.43 -0.75 3.74
C -3.69 -4.39 -1.07
O -2.72 -4.03 -0.06
C -2.38 -5.17 0.71
C -1.21 -4.89 1.59
O -0.07 -4.50 0.85
C 0.73 -5.58 0.42
C 1.56 -6.20 1.52
O 0.76 -7.03 2.33
C 1.50 -7.65 3.34
H -3.20 -4.84 -1.95
H -4.32 -3.56 -1.38
H -4.36 -5.17 -0.68
H -2.07 -5.95 0.00
H -3.24 -5.55 1.28
H -1.08 -5.75 2.23
H -1.41 -4.08 2.31
H 1.43 -5.18 -0.35
H 0.15 -6.35 -0.09
H 2.00 -5.44 2.17
H 2.35 -6.79 1.04
H 2.19 -8.36 2.87
H 0.82 -8.24 3.94
H 2.06 -6.95 3.97
C -1.77 -3.00 -6.58
O -1.05 -4.12 -6.15
C -0.68 -4.11 -4.76
C -0.46 -5.53 -4.40
O -1.75 -6.08 -4.33
C -1.72 -7.30 -3.65
C -3.03 -8.03 -3.79
O -4.08 -7.29 -3.20
C -4.78 -6.41 -4.01
H -2.06 -3.23 -7.59
H -1.18 -2.08 -6.67
H -2.71 -2.86 -6.05
H -1.53 -3.72 -4.20
H 0.17 -3.42 -4.59
H 0.04 -5.61 -3.43
H 0.16 -6.04 -5.14
H -1.52 -7.17 -2.59
H -0.88 -7.87 -4.05
H -2.97 -8.98 -3.26
H -3.24 -8.26 -4.85
H -5.68 -6.09 -3.48
H -5.08 -6.90 -4.95
H -4.30 -5.44 -4.22
C 3.10 1.28 -4.40
C 3.03 -0.16 -3.74
O 2.15 -0.89 -4.61
S 1.25 0.06 -5.50
O 0.19 0.59 -4.76
O 0.91 -0.54 -6.72
O 2.41 1.19 -5.59
H 4.08 1.64 -4.69
H 2.69 2.02 -3.70
H 2.59 -0.28 -2.76
H 4.04 -0.57 -3.71
C -0.40 -1.57 -0.04
C -0.82 -2.00 -1.45
O -0.19 -0.97 -2.19
S -0.19 0.41 -1.48
O -1.32 1.13 -1.87
O 1.02 1.06 -1.57
O -0.46 -0.26 0.00
H 0.54 -2.06 0.27
H -1.06 -1.89 0.74
H -1.90 -1.94 -1.55
H -0.50 -2.95 -1.87
C -4.53 -1.18 3.48
C -3.80 -2.04 2.47
O -3.49 -1.29 1.37
S -3.53 0.23 1.82
O -3.86 1.02 0.70
O -2.40 0.63 2.52
O -4.81 -0.01 2.74
H -4.00 -0.99 4.41
H -5.47 -1.61 3.83
H -4.30 -2.92 2.06
H -2.99 -2.51 2.99
*
```

The gap between HOMO and LUMO is 9.17 eV. The lowest unoccupied orbital energy is 0.38 eV. The calculation puts the total energy at -201976.5842 eV.